<A>
C3H9NOS | the ωB97M-V functional and the def2-TZVPD basis

Last column: Löwdin charge in e.
Positions of all 15 atoms, in Å:
1 N 0.2995 -1.0306 0.9846  -0.030
2 C 0.2183 -0.2713 -0.2991  -0.438
3 C -1.3966 -0.4627 -0.5400  -0.294
4 O -1.9551 -1.7356 -0.5223  -0.047
5 C 0.4703 1.3228 -0.0746  -0.577
6 S 2.2140 1.7919 0.0667  0.661
7 H 1.1445 -0.4732 1.4319  0.084
8 H 0.9079 -1.8934 0.7286  0.099
9 H 0.7276 -0.8423 -1.1203  0.134
10 H -1.8897 0.0117 0.2699  0.090
11 H -1.3792 0.2051 -1.6070  0.151
12 H -1.1332 -2.2419 -0.6225  0.080
13 H -0.1028 1.6986 -0.9687  0.064
14 H -0.1200 1.6169 0.9037  0.115
15 H 1.9945 2.3040 1.3690  -0.095

* LUMO energy: 0.0229 Ha
* E_HOMO: -9.437 eV
* spin multiplicity: 1



<B>
C3H9NOS | the ωB97M-V functional and the def2-TZVPD basis

Last column: Löwdin charge in e.
Positions of all 15 atoms, in Å:
1 C -0.9330 1.9246 -0.6222  -0.065
2 C -2.2035 1.6426 -0.4346  -0.070
3 S 4.7668 0.5158 0.1440  0.088
4 N 1.4745 -0.3700 1.2855  0.059
5 C 2.2673 -1.2432 0.8445  -0.137
6 O -2.1786 -2.2985 -0.9173  -0.062
7 H -0.3862 2.5476 -1.2759  0.038
8 H -0.2238 1.4200 0.0123  0.016
9 H -2.5274 0.7780 0.1473  0.047
10 H -2.9868 2.3016 -0.7311  0.037
11 H 1.9291 0.5091 1.4857  0.034
12 H -2.2999 -3.1293 -0.4709  0.030
13 H 3.3150 -0.9759 0.7177  -0.112
14 H 1.9829 -2.2205 0.4493  0.086
15 H -1.9964 -1.4018 -0.6342  0.012

* LUMO energy: -0.1355 Ha
* E_HOMO: -10.016 eV
* spin multiplicity: 1



<C>
C3H9NOS | the ωB97M-V functional and the def2-TZVPD basis

Last column: Löwdin charge in e.
Positions of all 15 atoms, in Å:
1 N 2.5079 -0.1402 -0.6244  0.101
2 C 2.5908 1.0200 -1.4071  -0.393
3 O 1.8889 1.9777 -1.2114  0.018
4 H 3.2300 -0.7888 -0.8919  0.076
5 H 1.6224 -0.5276 -0.3700  0.028
6 H 3.2972 0.9519 -2.2499  0.122
7 C -2.1447 -0.4869 1.6470  -0.195
8 C -1.1773 0.0892 0.6239  -0.547
9 S -1.1207 -1.1061 -0.8615  0.639
10 H -2.8850 -1.0919 1.1357  0.044
11 H -1.6431 -1.1732 2.3344  0.072
12 H -2.5820 0.2770 2.2713  0.063
13 H -0.1708 0.3046 1.0217  0.055
14 H -1.3897 1.0592 0.0565  0.082
15 H -2.0238 -0.3650 -1.4741  -0.165

* LUMO energy: 0.0300 Ha
* E_HOMO: -9.277 eV
* spin multiplicity: 1



Stability summary: most stable <C>, least stable <B>.



<A>
C3H9NOS | the ωB97M-V functional and the def2-TZVPD basis

Last column: Löwdin charge in e.
Positions of all 15 atoms, in Å:
1 C 1.4864 1.4605 0.5855  -0.097
2 C -1.9101 -1.7218 0.4541  -0.158
3 C 0.3404 1.8665 0.2342  -0.121
4 N -2.4650 -0.3757 0.6811  -0.375
5 O -3.4102 -0.2502 -1.6328  -0.516
6 S -3.3084 0.4045 -0.3595  0.878
7 H 5.1631 -1.1757 -1.6717  0.000
8 H 2.0080 1.6270 1.5823  0.085
9 H 2.0758 0.9880 -0.1304  0.024
10 H -2.4422 -2.4201 1.0229  0.063
11 H -0.8790 -1.8657 0.7559  0.075
12 H -1.8294 -1.7983 -0.5943  0.041
13 H -0.4684 2.3033 0.9152  0.079
14 H -0.1352 1.7516 -0.6906  0.023
15 H 5.7742 -0.7938 -1.1517  0.001

* LUMO energy: -0.0159 Ha
* E_HOMO: -10.422 eV
* spin multiplicity: 1



<B>
C3H9NOS | the ωB97M-V functional and the def2-TZVPD basis

Last column: Löwdin charge in e.
Positions of all 15 atoms, in Å:
1 N 0.9937 -0.9552 -0.0059  0.025
2 C -0.3574 -0.4287 -0.0973  -0.468
3 C -1.2070 -1.1178 0.9630  -0.272
4 O -1.1505 -2.5097 0.8869  -0.041
5 C -0.4211 1.1129 -0.0248  -0.558
6 S 0.8030 2.0362 -0.9594  0.720
7 H 1.5261 -0.5621 -0.7728  0.044
8 H 1.3839 -0.6532 0.8787  0.073
9 H -0.7122 -0.7517 -1.0795  0.140
10 H -0.9083 -0.7277 1.9429  0.120
11 H -2.2307 -0.7415 0.9248  0.121
12 H -0.5700 -2.8491 1.5788  0.094
13 H -1.4290 1.4128 -0.2655  0.068
14 H -0.3511 1.3662 1.0403  0.075
15 H 1.7554 1.9538 -0.0229  -0.141

* LUMO energy: 0.0279 Ha
* E_HOMO: -9.347 eV
* spin multiplicity: 1



Stability summary: most stable <B>, least stable <A>.